A 7-piece molecular cluster, C37H27BNO12S overall at a distorted geometry, computed with wB97M-V/def2-TZVPD.

Each line ends with the Mulliken charge.
Cartesian coordinates (Å):
B1 6.84 -1.00 -1.19  0.230
N1 5.73 -2.10 -0.98  -0.519
C1 4.63 -1.69 -1.12  0.216
S1 3.28 -0.72 -1.11  -0.279
H1 6.28 -0.03 -1.65  -0.217
H2 7.66 -1.35 -1.98  -0.183
H3 7.31 -0.76 -0.10  -0.186
C2 -1.33 -4.14 -3.47  -0.311
C3 -0.84 -3.82 -4.67  -0.471
C4 0.32 -2.90 -4.80  0.199
O1 0.77 -2.61 -5.89  -0.581
C5 0.91 -2.36 -3.56  -0.124
C6 0.42 -2.69 -2.36  -0.159
C7 -0.74 -3.60 -2.23  0.347
O2 -1.19 -3.90 -1.14  -0.526
H4 -2.17 -4.80 -3.36  0.429
H5 -1.26 -4.20 -5.59  0.404
H6 1.76 -1.70 -3.67  0.474
H7 0.84 -2.30 -1.44  0.301
C8 -1.51 0.10 -0.68  0.060
C9 -2.51 0.76 -0.10  -0.574
C10 -2.86 2.14 -0.50  0.247
O3 -3.77 2.75 0.03  -0.532
C11 -2.05 2.76 -1.58  -0.256
C12 -1.05 2.10 -2.16  -0.468
C13 -0.70 0.72 -1.76  -0.029
O4 0.21 0.12 -2.29  -0.409
H8 -1.24 -0.91 -0.39  0.476
H9 -3.11 0.33 0.69  0.469
H10 -2.32 3.77 -1.87  0.431
H11 -0.45 2.54 -2.95  0.544
C14 -0.28 -6.49 0.04  -0.209
C15 0.29 -6.46 1.24  -0.212
C16 1.46 -7.30 1.57  0.283
O5 1.98 -7.26 2.67  -0.563
C17 1.99 -8.18 0.50  -0.369
C18 1.42 -8.22 -0.70  -0.411
C19 0.25 -7.38 -1.03  0.387
O6 -0.27 -7.41 -2.13  -0.556
H12 -1.14 -5.89 -0.21  0.377
H13 -0.08 -5.82 2.04  0.467
H14 2.85 -8.79 0.75  0.402
H15 1.79 -8.86 -1.50  0.405
C20 -1.54 -3.17 3.82  -0.243
C21 -1.03 -2.84 2.63  -0.338
C22 0.13 -1.93 2.52  0.199
O7 0.59 -1.63 1.44  -0.392
C23 0.70 -1.40 3.78  -0.479
C24 0.19 -1.73 4.96  -0.361
C25 -0.97 -2.64 5.08  0.297
O8 -1.43 -2.94 6.16  -0.585
H16 -2.39 -3.83 3.92  0.440
H17 -1.44 -3.22 1.70  0.561
H18 1.55 -0.74 3.68  0.473
H19 0.60 -1.35 5.89  0.412
C26 2.11 6.11 0.22  -0.362
C27 1.28 5.71 -0.74  -0.332
C28 1.72 4.79 -1.81  0.550
O9 0.95 4.43 -2.68  -0.577
C29 3.12 4.32 -1.77  -0.403
C30 3.96 4.72 -0.82  -0.389
C31 3.52 5.64 0.25  0.376
O10 4.28 6.00 1.13  -0.559
H20 1.81 6.78 1.01  0.399
H21 0.25 6.04 -0.78  0.405
H22 3.43 3.65 -2.56  0.456
H23 4.99 4.39 -0.78  0.437
C32 -4.25 8.14 2.60  -0.357
C33 -3.22 7.37 2.24  -0.424
C34 -3.44 6.04 1.64  0.350
O11 -2.51 5.33 1.30  -0.493
C35 -4.84 5.59 1.45  -0.150
C36 -5.87 6.36 1.82  -0.409
C37 -5.65 7.70 2.42  0.314
O12 -6.58 8.40 2.75  -0.565
H24 -4.10 9.12 3.05  0.398
H25 -2.19 7.68 2.36  0.421
H26 -4.98 4.61 1.01  0.507
H27 -6.89 6.05 1.69  0.421

Summary:
* LUMO level: -0.331 eV
* net charge: -1
* highest occupied orbital energy: -4.779 eV